Below is C5H8O in the gas phase, with properties calculated with ωB97M-V/def2-TZVPD.

Structure (XYZ):
```
14
Properties=species:S:1:pos:R:3
C -1.489 -1.047 -0.450
C -0.575 -0.284 -1.046
C 0.445 0.527 -0.253
C 1.575 -0.277 0.390
C -0.429 1.209 0.783
O -0.528 0.847 1.931
H -1.490 -1.179 0.630
H -2.282 -1.540 -1.004
H -0.599 -0.146 -2.125
H 0.863 1.296 -0.916
H 1.174 -0.971 1.132
H 2.274 0.393 0.904
H 2.135 -0.846 -0.359
H -1.074 2.019 0.381
```

* multiplicity: 1

=====

Below is a molecular structure, C5H8O, with properties calculated with ωB97M-V/def2-TZVPD.

Structure (XYZ):
```
14
Properties=species:S:1:pos:R:3
C -0.221 -1.610 0.758
C 0.157 -0.261 0.221
C -0.765 0.939 0.386
C 0.293 1.334 -1.492
C 0.890 0.056 -0.999
O 1.523 0.108 0.297
H -1.196 -1.928 0.373
H -0.275 -1.582 1.853
H 0.532 -2.349 0.470
H -1.826 0.674 0.451
H -0.477 1.631 1.180
H -0.832 1.485 -0.684
H 0.898 2.177 -1.116
H 1.299 -0.672 -1.696
```

* multiplicity: 1

=====

Below is C5H8O in the gas phase at a distorted geometry, with properties calculated with ωB97M-V/def2-TZVPD.

Structure (XYZ):
```
14
Properties=species:S:1:pos:R:3
C -0.763 1.188 -0.818
C 1.250 0.226 -0.756
C 0.888 -1.029 -0.115
C -0.182 -1.147 0.674
C -1.033 -0.024 1.118
O -0.997 1.213 0.460
H -0.676 2.173 -1.264
H -0.171 0.408 -1.465
H 1.873 0.098 -1.640
H 1.701 0.986 -0.130
H 1.441 -1.917 -0.408
H -0.471 -2.117 1.069
H -0.783 0.276 2.135
H -2.078 -0.334 1.141
```

* multiplicity: 1

=====

Below is a molecular structure, C5H8O, with properties calculated with ωB97M-V/def2-TZVPD.

Structure (XYZ):
```
14
Properties=species:S:1:pos:R:3
C -1.786 -0.728 -1.154
C -1.291 0.102 -0.037
C 0.005 0.238 0.115
C 0.912 0.523 1.246
C 1.998 0.329 0.179
O 0.998 0.014 -0.821
H -0.990 -0.983 -1.866
H -2.141 -1.665 -0.705
H -1.967 0.373 0.770
H -2.587 -0.189 -1.641
H 0.866 -0.246 2.022
H 0.756 1.516 1.656
H 2.551 1.234 -0.079
H 2.674 -0.516 0.314
```

* multiplicity: 1

=====

Below is a molecular structure, C5H8O, with properties calculated with ωB97M-V/def2-TZVPD.

Structure (XYZ):
```
14
Properties=species:S:1:pos:R:3
C 0.799 -0.826 1.336
C -0.481 -0.219 0.787
O -0.687 1.027 1.031
C -0.260 -0.611 -1.165
C 0.016 0.678 -1.534
C 0.080 1.899 -1.234
H 1.671 -0.279 0.960
H 0.784 -0.721 2.426
H 0.901 -1.887 1.085
H -1.371 -0.863 0.841
H -0.251 1.712 -0.002
H 0.558 -1.330 -1.157
H -1.215 -1.022 -1.492
H 0.271 2.869 -1.660
```

* multiplicity: 1

=====

Below is a molecular structure, C5H8O, with properties calculated with ωB97M-V/def2-TZVPD.

Structure (XYZ):
```
14
Properties=species:S:1:pos:R:3
C -1.543 0.033 -0.685
C -0.556 -0.546 0.315
O 0.013 -1.695 -0.249
C 0.522 0.438 0.748
C 1.904 -0.125 0.927
C 1.918 0.744 -0.085
H -1.023 0.299 -1.612
H -2.307 -0.712 -0.926
H -2.037 0.924 -0.282
H -1.088 -0.785 1.255
H 0.819 -1.893 0.260
H 0.859 1.403 -0.188
H 0.195 1.263 1.385
H 2.320 0.750 -1.094
```

* multiplicity: 1

=====

Calculated relative energy (zero: lowest compared OMol25 entry of this formula, charge and spin) in order - 27.3 124.3 115.1 43.6 89.8 127.4 kcal/mol